Formula: C18H14AsN2O2ReS6
Source: OMol25
Level of theory: the ωB97M-V functional and the def2-TZVPD basis

CARTESIAN COORDINATES (ANGSTROEM)
Re: 0.132 0.064 -0.270
O: 4.280 0.863 -1.698
C: 4.855 -0.191 -1.095
C: 6.239 -0.287 -1.240
C: 6.926 -1.330 -0.667
C: 6.260 -2.319 0.072
C: 4.905 -2.238 0.223
C: 4.168 -1.175 -0.351
C: 2.749 -1.153 -0.136
O: 2.014 -0.143 -0.643
N: 2.107 -2.070 0.524
N: 0.752 -1.781 0.565
C: 0.082 -2.798 1.010
S: -1.655 -2.751 1.382
C: -1.865 -4.532 1.117
C: -0.693 -5.158 1.856
S: 0.841 -4.286 1.395
H: 3.323 0.846 -1.590
H: 6.743 0.478 -1.813
H: 8.000 -1.386 -0.791
H: 6.813 -3.133 0.517
H: 4.373 -2.986 0.794
H: -1.847 -4.711 0.043
H: -2.830 -4.813 1.534
H: -0.574 -6.197 1.552
H: -0.821 -5.124 2.937
S: -4.272 3.961 2.486
As: -2.574 3.874 1.462
S: -0.021 1.632 1.205
S: -1.715 0.397 -1.527
S: -1.782 1.781 2.241
C: -1.653 -0.897 -0.417
C: -2.380 -1.931 -0.030
C: -3.706 -2.420 -0.453
C: -3.954 -2.633 -1.807
C: -5.203 -3.078 -2.212
C: -6.194 -3.325 -1.272
C: -5.944 -3.120 0.080
C: -4.703 -2.664 0.492
H: -3.173 -2.461 -2.537
H: -5.399 -3.241 -3.263
H: -7.165 -3.677 -1.592
H: -6.722 -3.302 0.809
H: -4.528 -2.466 1.545

Its total energy is -153931.64103 eV. As for the energy above the lowest of the compared OMol25 structures with the same formula, charge and spin: 0.00 kJ/mol. Its charge is +2. Its multiplicity is 1.

=====

Formula: C18H14BBrCl3F6INOSiSm
Source: OMol25
Level of theory: the ωB97M-V functional and the def2-TZVPD basis

CARTESIAN COORDINATES (ANGSTROEM)
Sm: 0.578 -0.727 0.087
F: 4.612 -2.616 3.849
C: 3.403 -2.041 3.697
C: 2.992 -1.659 2.437
C: 1.760 -1.035 2.220
C: 0.974 -0.805 3.376
C: 1.393 -1.265 4.621
F: 0.592 -1.154 5.704
C: 2.609 -1.886 4.814
C: -0.280 -0.034 3.230
C: -0.755 0.807 4.238
C: -1.913 1.530 4.038
C: -2.582 1.412 2.827
C: -2.034 0.591 1.865
N: -0.912 -0.112 2.044
H: 3.667 -1.867 1.611
H: 2.916 -2.235 5.789
H: -0.208 0.903 5.162
H: -2.291 2.185 4.813
H: -3.497 1.951 2.629
H: -2.519 0.488 0.901
Cl: -2.095 -4.955 -0.857
Si: -0.714 -3.585 -1.523
Cl: 0.638 -3.494 0.361
Cl: -1.757 -1.677 -0.718
F: 1.009 3.069 -0.945
B: 0.963 1.886 -0.306
F: 1.169 1.891 1.056
F: 1.882 0.913 -0.852
F: -0.336 1.236 -0.498
Br: -2.004 -0.756 -6.236
C: -2.236 0.776 -5.154
C: -3.249 1.664 -5.487
C: -3.452 2.801 -4.724
C: -2.632 3.063 -3.638
C: -1.615 2.181 -3.307
C: -1.424 1.027 -4.053
I: 0.106 -0.319 -3.485
H: -3.864 1.453 -6.350
H: -4.249 3.486 -4.983
H: -2.772 3.956 -3.044
H: -0.964 2.407 -2.478
C: 3.405 -1.330 -2.299
O: 2.285 -1.779 -1.515
H: 3.442 -1.861 -3.250
H: 4.337 -1.478 -1.754
H: 3.269 -0.271 -2.494
H: 2.353 -2.736 -1.417

Its total energy is -180915.89957 eV. As for the energy above the lowest of the compared OMol25 structures with the same formula, charge and spin: 48.55 kJ/mol. Its multiplicity is 6.

=====

Formula: C18H14BrMoN2O8S2
Source: OMol25
Level of theory: the ωB97M-V functional and the def2-TZVPD basis

CARTESIAN COORDINATES (ANGSTROEM)
Mo: 0.167 -1.051 0.401
Br: 2.275 2.161 -0.060
C: 3.061 0.479 -0.233
C: 4.431 0.493 -0.523
C: 5.160 -0.673 -0.496
C: 4.506 -1.848 -0.128
C: 3.157 -1.781 0.113
N: 2.397 -0.660 0.022
C: 2.452 -2.992 0.549
O: 2.782 -4.082 0.777
O: 1.046 -2.613 0.743
H: 4.901 1.443 -0.740
H: 6.220 -0.669 -0.716
H: 5.018 -2.796 -0.025
O: -1.890 0.515 2.905
S: -0.724 1.295 2.766
O: 0.206 1.593 3.772
O: 0.317 0.045 1.738
C: -0.805 2.594 1.560
C: -0.635 3.840 2.142
C: -0.757 4.999 1.372
C: -1.029 4.906 0.020
C: -1.173 3.651 -0.574
C: -1.065 2.495 0.179
S: -1.272 0.999 -0.726
O: 0.117 0.333 -1.012
O: -2.003 1.201 -1.906
O: -1.731 -0.010 0.272
H: -0.420 3.927 3.199
H: -0.639 5.962 1.851
H: -1.133 5.794 -0.589
H: -1.380 3.581 -1.635
N: -1.391 -2.427 1.082
C: -1.949 -2.542 -0.241
C: -1.010 -2.432 -1.303
C: -1.485 -2.176 -2.604
C: -2.840 -2.080 -2.826
C: -3.744 -2.220 -1.764
C: -3.305 -2.401 -0.461
H: -2.076 -2.077 1.757
H: -0.932 -3.270 1.438
H: -0.005 -2.858 -1.241
H: -0.783 -2.128 -3.426
H: -3.222 -1.926 -3.827
H: -4.806 -2.163 -1.964
H: -4.009 -2.429 0.362

Its total energy is -131791.61237 eV. As for the energy above the lowest of the compared OMol25 structures with the same formula, charge and spin: 78.06 kJ/mol. Its charge is +3. Its multiplicity is 1.

=====

Formula: C18H14CaF5N2O2
Source: OMol25
Level of theory: the ωB97M-V functional and the def2-TZVPD basis

CARTESIAN COORDINATES (ANGSTROEM)
Ca: 0.239 -0.712 -0.233
O: -1.756 -1.485 -0.274
C: -3.036 -1.511 -0.234
C: -3.768 -2.724 -0.310
C: -5.143 -2.719 -0.277
C: -5.878 -1.527 -0.176
C: -5.183 -0.339 -0.104
C: -3.783 -0.304 -0.120
C: -3.134 0.998 -0.050
N: -1.883 1.238 0.044
C: -1.502 2.640 0.036
C: -0.376 2.835 -0.971
N: 0.743 1.971 -0.610
C: 1.769 2.584 -0.149
C: 3.012 2.016 0.357
C: 4.029 2.912 0.714
C: 5.251 2.474 1.176
C: 5.462 1.090 1.280
C: 4.486 0.182 0.945
C: 3.216 0.615 0.485
O: 2.290 -0.220 0.191
H: -3.199 -3.642 -0.392
H: -5.669 -3.666 -0.335
H: -6.960 -1.541 -0.157
H: -5.720 0.603 -0.031
H: -3.839 1.843 -0.096
H: -1.123 2.918 1.026
H: -2.349 3.299 -0.199
H: -0.078 3.891 -1.012
H: -0.734 2.550 -1.965
H: 1.750 3.685 -0.120
H: 3.834 3.976 0.616
H: 6.029 3.174 1.450
H: 6.418 0.719 1.635
H: 4.639 -0.886 1.028
F: 0.314 -3.719 -1.610
C: 0.892 -3.208 -0.416
F: 0.226 -3.935 0.598
C: 2.273 -3.869 -0.431
F: 2.940 -3.625 0.716
F: 2.272 -5.208 -0.587
F: 3.029 -3.374 -1.435

Its total energy is -57999.12055 eV. Its charge is -1. Its multiplicity is 1.

=====

Formula: C18H14CuO5P
Source: OMol25
Level of theory: the ωB97M-V functional and the def2-TZVPD basis

CARTESIAN COORDINATES (ANGSTROEM)
O: 4.343 -3.283 0.912
C: 3.324 -2.744 0.898
Cu: 1.586 -2.045 -0.019
O: 2.644 -4.139 -1.814
C: 2.133 -3.390 -1.097
C: 2.546 0.647 1.915
O: 1.447 0.661 2.522
C: 2.753 -0.106 0.590
O: 3.603 0.296 -0.169
C: 0.788 -2.466 1.641
O: 0.360 -2.627 2.699
H: 3.443 1.265 2.258
C: -1.195 -1.298 -1.927
P: -0.173 -0.614 -0.559
C: 0.119 1.054 -1.291
C: -0.705 2.176 -1.092
C: -0.387 3.403 -1.680
C: 0.698 3.490 -2.567
C: 1.482 2.360 -2.849
C: 1.197 1.152 -2.204
C: -1.489 -0.372 0.719
C: -2.398 -1.426 0.963
C: -3.338 -1.327 1.987
C: -3.357 -0.192 2.811
C: -2.444 0.853 2.597
C: -1.501 0.750 1.569
H: -0.596 -1.337 -2.846
H: -2.067 -0.649 -2.111
H: -1.550 -2.318 -1.706
H: -1.619 2.116 -0.500
H: -1.003 4.285 -1.459
H: 0.929 4.447 -3.039
H: 2.305 2.421 -3.574
H: 1.797 0.263 -2.435
H: -2.380 -2.320 0.341
H: -4.028 -2.155 2.169
H: -4.050 -0.134 3.656
H: -2.431 1.738 3.251
H: -0.783 1.566 1.440

Its total energy is -83049.30584 eV. As for the energy above the lowest of the compared OMol25 structures with the same formula, charge and spin: 89.08 kJ/mol. Its charge is +1. Its multiplicity is 2.

=====

Formula: C18H14F3N5O4S
Source: OMol25
Level of theory: the ωB97M-V functional and the def2-TZVPD basis

CARTESIAN COORDINATES (ANGSTROEM)
C: 2.071 -2.963 2.464
C: 0.971 -1.877 2.406
S: 0.523 -1.623 0.598
C: 0.055 -0.028 0.293
N: -0.492 0.684 1.295
C: -0.626 1.858 0.811
C: -1.042 3.048 1.423
C: -1.265 4.236 0.679
N: -1.547 5.479 1.258
O: -2.259 5.473 2.215
O: -1.111 6.464 0.668
C: -1.078 4.154 -0.796
C: -0.590 2.993 -1.352
C: -0.404 1.861 -0.596
N: 0.074 0.655 -0.957
C: 0.425 0.168 -2.219
C: -0.569 0.267 -3.214
C: -0.175 -0.118 -4.585
C: 1.064 -0.688 -4.790
C: 2.035 -0.773 -3.857
C: 3.345 -1.481 -4.107
F: 3.201 -2.487 -4.998
F: 4.392 -0.642 -4.470
F: 3.678 -1.996 -2.915
C: 1.667 -0.360 -2.558
C: -0.347 -2.430 3.068
O: -0.334 -3.650 3.306
N: -1.476 -1.636 3.144
C: -2.502 -1.977 3.979
N: -3.258 -3.101 3.968
O: -2.784 -1.111 4.811
H: 2.341 -2.996 3.531
H: 1.769 -3.976 2.309
H: 2.896 -2.598 1.798
H: 1.329 -1.113 3.024
H: -1.333 2.998 2.421
H: -1.410 5.035 -1.309
H: -0.615 3.042 -2.438
H: -1.542 0.528 -2.804
H: -0.860 -0.048 -5.360
H: 1.354 -0.966 -5.748
H: 2.311 -0.426 -1.709
H: -1.296 -0.654 3.084
H: -2.879 -3.855 3.399
H: -3.704 -3.372 4.830

Its total energy is -53518.16707 eV. As for the energy above the lowest of the compared OMol25 structures with the same formula, charge and spin: 54.04 kJ/mol. Its multiplicity is 1.

=====

Formula: C18H14F3NO3
Source: OMol25
Level of theory: the ωB97M-V functional and the def2-TZVPD basis

CARTESIAN COORDINATES (ANGSTROEM)
C: 0.393 0.922 2.240
O: 0.984 0.263 1.125
C: 0.198 -0.574 0.455
O: -0.961 -0.782 0.705
C: 0.925 -1.231 -0.689
C: 2.063 -1.936 -0.529
C: 2.803 -2.147 0.719
O: 4.014 -2.263 0.713
C: 2.020 -2.247 1.979
C: 2.566 -1.732 3.152
C: 1.870 -1.822 4.342
C: 0.634 -2.450 4.376
C: 0.102 -2.996 3.219
C: 0.788 -2.895 2.022
N: 0.299 -1.145 -1.906
C: -0.668 -0.228 -2.279
C: -1.578 -0.559 -3.286
C: -2.560 0.334 -3.667
C: -2.662 1.573 -3.056
C: -1.740 1.913 -2.077
C: -1.781 3.266 -1.428
F: -0.911 4.126 -1.995
F: -2.983 3.851 -1.498
F: -1.453 3.222 -0.124
C: -0.734 1.037 -1.700
H: -0.100 0.194 2.886
H: -0.342 1.654 1.897
H: 1.207 1.415 2.765
H: 2.552 -2.335 -1.410
H: 3.533 -1.254 3.106
H: 2.291 -1.407 5.247
H: 0.090 -2.523 5.307
H: -0.853 -3.498 3.248
H: 0.377 -3.338 1.127
H: 0.555 -1.837 -2.596
H: -1.514 -1.528 -3.758
H: -3.260 0.061 -4.440
H: -3.438 2.267 -3.337
H: 0.000 1.349 -0.975

Its total energy is -34678.62544 eV. As for the energy above the lowest of the compared OMol25 structures with the same formula, charge and spin: 153.37 kJ/mol. Its multiplicity is 1.

=====

Formula: C18H14N2O2
Source: OMol25
Level of theory: the ωB97M-V functional and the def2-TZVPD basis

CARTESIAN COORDINATES (ANGSTROEM)
C: 4.521 -0.648 -1.151
C: 3.318 0.117 -1.655
C: 3.502 1.057 -2.680
C: 2.447 1.774 -3.241
C: 1.178 1.577 -2.755
C: 0.921 0.770 -1.658
C: 1.992 -0.046 -1.135
C: 1.736 -1.036 -0.022
N: 0.377 -1.577 -0.219
C: -0.630 -1.092 0.471
O: -1.886 -1.467 0.082
C: -2.956 -0.902 0.692
C: -4.255 -1.237 0.322
C: -5.370 -0.759 0.989
C: -5.232 0.120 2.054
C: -3.950 0.543 2.434
C: -2.820 -0.026 1.800
C: -1.486 0.310 2.274
C: -0.434 -0.176 1.585
C: 0.929 0.067 2.006
O: 1.194 0.815 2.919
N: 1.963 -0.339 1.218
H: 5.456 -0.235 -1.611
H: 4.632 -0.536 -0.057
H: 4.413 -1.701 -1.397
H: 4.484 1.198 -3.104
H: 2.579 2.469 -4.088
H: 0.391 2.145 -3.208
H: -0.090 0.746 -1.245
H: 2.452 -1.861 -0.086
H: -4.352 -2.013 -0.435
H: -6.359 -1.155 0.709
H: -6.112 0.499 2.587
H: -3.838 1.273 3.269
H: -1.416 0.975 3.131
H: 2.701 0.354 1.209

Its total energy is -25968.05674 eV. As for the energy above the lowest of the compared OMol25 structures with the same formula, charge and spin: 0.00 kJ/mol. Its multiplicity is 1.

=====

Formula: C18H14N4O3S
Source: OMol25
Level of theory: the ωB97M-V functional and the def2-TZVPD basis

CARTESIAN COORDINATES (ANGSTROEM)
N: -0.698 4.436 3.415
C: -0.575 3.661 2.586
C: -0.436 2.675 1.545
C: -1.811 2.279 0.973
N: -1.651 1.260 -0.022
C: -1.570 -0.067 0.174
C: -1.288 -0.649 -1.048
C: -1.095 -2.088 -1.276
O: -1.599 -2.726 -2.176
N: -0.334 -2.729 -0.325
C: 0.472 -2.181 0.668
C: 1.217 -1.020 0.445
C: 1.966 -0.468 1.461
C: 2.005 -1.076 2.715
C: 2.770 -0.497 3.837
O: 2.926 -1.028 4.908
O: 3.280 0.716 3.561
C: 1.315 -2.270 2.919
C: 0.559 -2.819 1.907
C: -1.217 0.453 -1.950
C: -0.926 0.473 -3.356
C: -0.915 -0.552 -4.261
C: -0.590 -0.125 -5.563
C: -0.356 1.213 -5.634
S: -0.533 1.989 -4.113
N: -1.420 1.585 -1.289
H: 0.067 1.796 1.961
H: 0.185 3.088 0.745
H: -2.278 3.145 0.498
H: -2.460 1.906 1.770
H: -1.742 -0.510 1.135
H: -0.406 -3.739 -0.348
H: 1.212 -0.562 -0.532
H: 2.539 0.430 1.288
H: 3.771 1.046 4.330
H: 1.377 -2.744 3.887
H: 0.016 -3.738 2.069
H: -1.153 -1.568 -4.004
H: -0.533 -0.786 -6.409
H: -0.091 1.796 -6.493

Its total energy is -41831.87578 eV. As for the energy above the lowest of the compared OMol25 structures with the same formula, charge and spin: 0.00 kJ/mol. Its multiplicity is 1.

=====

Formula: C18H15AsIrO6PSSe2
Source: OMol25
Level of theory: the ωB97M-V functional and the def2-TZVPD basis

CARTESIAN COORDINATES (ANGSTROEM)
Ir: 1.207 -0.853 -1.434
O: 4.838 0.570 -3.149
As: 4.100 -0.749 -2.286
O: 4.823 -2.149 -2.587
O: 2.403 -0.516 -2.875
C: 4.123 0.015 -0.493
C: 4.791 1.230 -0.358
C: 4.942 1.816 0.892
C: 4.438 1.202 2.026
C: 3.755 0.002 1.913
C: 3.601 -0.577 0.662
S: 2.495 -1.948 0.600
O: 2.550 -2.453 -0.805
O: 2.684 -2.817 1.695
O: 1.116 -1.274 0.601
H: 5.437 0.196 -3.812
H: 5.200 1.712 -1.233
H: 5.466 2.759 0.973
H: 4.564 1.660 2.998
H: 3.342 -0.489 2.784
Se: -0.799 -2.200 -1.234
P: -1.759 -0.275 -0.782
Se: -0.266 0.981 -1.823
C: -3.441 -0.182 -1.368
C: -4.432 -0.881 -0.677
C: -5.748 -0.769 -1.090
C: -6.073 0.044 -2.170
C: -5.086 0.736 -2.854
C: -3.762 0.621 -2.459
C: -1.705 0.100 0.967
C: -1.885 -0.925 1.894
C: -1.867 -0.630 3.247
C: -1.654 0.675 3.670
C: -1.470 1.693 2.745
C: -1.492 1.410 1.389
H: -4.186 -1.510 0.169
H: -6.521 -1.316 -0.568
H: -7.105 0.131 -2.482
H: -5.343 1.364 -3.696
H: -2.989 1.152 -3.000
H: -2.014 -1.949 1.567
H: -2.005 -1.423 3.969
H: -1.632 0.899 4.728
H: -1.303 2.708 3.077
H: -1.337 2.207 0.672

Its total energy is -245680.96713 eV. As for the energy above the lowest of the compared OMol25 structures with the same formula, charge and spin: 80.80 kJ/mol. Its charge is +1. Its multiplicity is 2.

=====

Formula: C18H15BrI2N3OPd
Source: OMol25
Level of theory: the ωB97M-V functional and the def2-TZVPD basis

CARTESIAN COORDINATES (ANGSTROEM)
Pd: -1.323 -0.226 0.448
O: 1.912 1.832 5.331
C: 1.366 1.326 4.249
C: 2.022 0.472 3.348
C: 1.342 0.014 2.248
N: 0.057 0.338 2.000
C: -0.539 1.154 2.877
Br: -2.337 1.526 2.393
C: 0.026 1.678 3.999
H: 2.833 1.566 5.463
H: 3.052 0.178 3.504
H: 1.827 -0.634 1.531
H: -0.508 2.331 4.675
C: 3.644 -2.680 -1.656
C: 3.569 -1.518 -2.443
C: 2.482 -0.696 -2.346
C: 1.434 -1.028 -1.429
C: 1.536 -2.196 -0.621
C: 2.620 -3.016 -0.743
N: 0.298 -0.282 -1.286
N: 0.146 0.649 -2.175
C: -0.964 1.392 -2.081
C: -1.146 2.381 -3.095
C: -2.288 3.139 -3.110
C: -3.262 2.931 -2.127
C: -3.100 1.974 -1.097
C: -1.964 1.232 -1.077
H: 4.504 -3.331 -1.748
H: 4.375 -1.281 -3.125
H: 2.402 0.201 -2.942
H: 0.724 -2.438 0.056
H: 2.703 -3.922 -0.158
H: -0.367 2.497 -3.838
H: -2.447 3.886 -3.875
H: -4.171 3.520 -2.149
H: -3.886 1.860 -0.362
I: -2.726 -2.111 1.942
C: -3.476 -3.185 0.268
I: -2.712 -2.209 -1.443
H: -4.558 -3.122 0.281
H: -3.101 -4.202 0.315

Its total energy is -115117.75961 eV. As for the energy above the lowest of the compared OMol25 structures with the same formula, charge and spin: 21.58 kJ/mol. Its charge is +3. Its multiplicity is 5.